(1)
Formula: C6H12O2
Source: OMol25
Level of theory: ωB97M-V/def2-TZVPD

Geometry as XYZ:
```
20
Properties=species:S:1:pos:R:3:forces:R:3
C 0.346924 -1.130788 1.712900 -0.681 0.279 -0.164
H 0.848375 -1.994668 2.159812 -0.022 0.042 -0.226
H -0.727620 -1.331109 1.710775 -0.006 -0.047 0.166
O 0.642644 1.281787 -1.457699 -3.702 -1.023 1.412
H 0.928748 -1.817410 -1.387981 0.013 -0.077 0.248
H -0.978992 -0.636955 -2.203568 -0.104 0.068 -0.010
H -1.489601 1.020416 1.077611 0.046 0.049 0.069
H 2.525641 -0.183356 -0.833563 -0.494 0.283 -0.301
H -0.020023 2.038741 1.001053 -0.081 0.020 -0.053
H 2.111862 0.772259 0.687752 -0.202 0.053 -0.128
H -1.442668 2.424434 0.014891 0.139 -0.141 -0.157
H -2.075333 -0.480893 -0.809573 -0.084 -0.006 -0.122
C -0.325775 0.794746 -0.744912 1.568 4.816 -4.319
C -1.414845 0.061093 -1.488945 0.350 -1.069 0.361
O 0.667326 -2.035887 -0.481479 -0.589 0.411 -0.182
C 0.833207 -0.902252 0.312632 4.204 -0.434 0.436
H 0.542725 -0.267145 2.350223 -0.020 -0.019 -0.136
C -0.840756 1.608812 0.427214 0.490 -0.673 0.607
H -1.989604 0.804463 -2.050992 0.152 0.030 0.227
C 1.857762 -0.026286 0.003849 -0.975 -2.563 2.273
```
Forces are in eV/Å.

- Largest force on an atom: 6.7 eV Å⁻¹
- Gap between HOMO and LUMO (spin up / spin down): 0.2930 / 0.2930 Eh
- Net charge: 0
- 2S+1: 1
- ΔE to the lowest compared entry with this formula, charge and spin: 348.0 kJ/mol
- HOMO (spin up / spin down): -7.86 / -7.86 eV
- SMILES string: C=C(C)O.CC(C)=O
- E_tot: -386.18762 hartree

(2)
Formula: C3H4Br2Cl2O
Source: OMol25
Level of theory: ωB97M-V/def2-TZVPD

Geometry as XYZ:
```
12
Properties=species:S:1:pos:R:3:forces:R:3
H -1.220940 0.049882 0.056765 0.346 -1.404 1.152
H 1.347673 1.751906 0.100299 0.666 -0.128 -0.221
C -0.535771 -0.628491 0.683960 1.549 -0.751 -2.372
Cl 0.906253 -0.854041 -1.717721 0.068 0.742 0.756
H 1.812187 -0.395645 0.434837 -0.735 -0.515 0.180
Cl -3.426362 -1.214227 -1.343733 -0.595 -0.029 0.330
C 0.811339 -0.128179 0.057671 0.165 -3.000 -0.768
Br -3.722577 1.092658 0.618905 -0.627 -0.343 0.174
H -0.372741 -0.373711 1.690577 -0.774 0.125 1.473
O 0.601801 1.159053 0.125370 -0.888 3.053 -0.240
Br -0.900678 -2.596552 0.519263 0.291 1.577 0.339
C -2.822597 0.233489 -0.776876 0.535 0.675 -0.803
```
Forces are in eV/Å.

- Largest force on an atom: 3.2 eV Å⁻¹
- Gap between HOMO and LUMO: 0.2907 Eh
- Net charge: 0
- 2S+1: 1
- ΔE to the lowest compared entry with this formula, charge and spin: 338.8 kJ/mol
- HOMO: -9.04 eV
- E_tot: -6260.21470 hartree

(3)
Formula: H4S2
Source: OMol25
Level of theory: ωB97M-V/def2-TZVPD

Geometry as XYZ:
```
6
Properties=species:S:1:pos:R:3:forces:R:3
H 2.985529 -1.723529 12.461515 -0.880 2.080 1.879
H 2.059159 -0.022190 12.560575 0.006 0.093 0.252
S 4.246858 -3.114519 11.982666 1.088 -1.659 -0.955
H 3.193979 -2.360199 11.616364 0.609 -1.553 -1.667
S 2.983989 -0.667180 13.295685 -0.752 1.097 0.377
H 5.009258 -2.626219 10.986655 -0.071 -0.057 0.113
```
Forces are in eV/Å.

- Largest force on an atom: 2.9 eV Å⁻¹
- Gap between HOMO and LUMO: 0.3715 Eh
- Net charge: 0
- 2S+1: 1
- ΔE to the lowest compared entry with this formula, charge and spin: 141.8 kJ/mol
- HOMO: -9.38 eV
- SMILES string: S.S
- E_tot: -798.69540 hartree

(4)
Formula: C35H36BF3O2
Source: OMol25
Level of theory: ωB97M-V/def2-TZVPD

Geometry as XYZ:
```
77
Properties=species:S:1:pos:R:3:forces:R:3
C -0.405572 -2.534730 3.174427 0.203 0.122 -1.006
H -1.295854 -1.948932 3.410712 0.327 -0.061 -0.164
C 0.762882 -0.738684 -3.523822 -0.393 0.248 -0.283
B -1.290889 -1.422265 -0.664486 0.775 -0.407 3.893
C 2.742930 -3.046733 -1.254140 0.574 -0.111 0.209
H -1.547769 -4.241200 2.471180 0.694 0.352 0.092
H -4.010772 -2.691057 1.833707 0.077 -0.022 -0.238
C 0.606324 -4.629467 2.484691 0.079 0.460 0.551
H 0.133263 0.163762 3.218798 0.723 -0.656 0.563
H -1.636998 1.445358 -4.447386 -0.021 -0.001 0.273
H -0.278434 5.253943 -0.833613 0.413 0.169 0.193
C -2.719999 0.196497 0.210966 -0.139 0.342 0.521
C -0.622607 1.486890 -2.531111 0.262 -0.148 -0.129
H 3.593287 4.750335 1.056128 -0.277 0.195 0.149
C 2.033938 -2.789750 3.283142 -0.592 0.233 -0.860
C 1.105789 6.890533 -0.991203 -0.040 -0.209 0.226
H -3.135198 2.249838 -0.398472 0.137 -0.484 -0.271
H 1.260295 -1.673386 -3.796431 -0.059 0.491 -0.104
C 0.579683 1.380298 -0.314662 0.819 0.531 -0.447
C -0.543660 -3.809086 2.644588 0.514 -0.664 0.578
H -5.298777 -0.729844 -0.460350 0.016 0.082 0.065
H -3.672660 1.069033 -1.653408 0.113 -0.035 0.840
H -2.106674 1.855123 1.480065 -0.076 -0.038 -0.173
C 1.094410 -0.142309 -2.322913 0.902 0.264 0.908
H -0.471240 -3.974586 -1.682953 -0.075 0.194 -0.327
C 0.330195 2.708283 0.063397 -0.317 0.357 -0.008
H 1.884376 -0.081230 3.930331 -0.239 0.034 -0.444
C 0.991214 -0.504321 3.463673 -0.345 -0.145 -0.132
H -3.610821 1.017548 1.917732 0.588 -0.010 0.262
H -0.572786 3.162082 -0.359577 0.865 0.455 -0.658
O -1.423485 -0.033378 -0.414727 -1.713 -1.800 -0.200
H -4.711626 -1.108956 2.067489 -0.034 0.112 -0.173
C -3.355219 -1.241271 0.376461 -0.076 -0.365 -0.629
H 0.443319 7.463401 -1.646268 0.156 -0.239 0.285
C 1.555702 4.841356 0.310134 0.206 1.669 -0.624
C 1.237894 -1.692670 0.072721 0.380 -0.028 -0.490
C 0.157631 -2.160062 -0.702896 -0.265 -0.298 0.061
C 2.346709 7.436771 -0.628454 -0.156 -0.471 0.335
C -4.513777 -1.477112 -0.559159 -0.482 -0.180 -0.462
H -0.521859 -0.658182 -5.238444 -0.023 0.477 0.371
H 3.456009 -1.679730 0.250419 -0.815 -0.011 -0.276
H -4.567014 1.332861 -0.095297 0.553 -0.324 -0.393
C 0.700544 5.636261 -0.524478 0.403 -0.103 0.147
C 0.375919 -3.364440 -1.394219 0.474 -0.196 -0.148
C 1.883944 -4.104612 2.845855 -0.581 -0.419 0.315
H -1.977640 0.332561 2.314774 -0.304 -0.075 -0.311
C 4.165388 -3.248890 -1.768631 0.889 -0.192 0.261
H 1.922853 -0.587231 -1.799880 -0.009 0.293 -0.078
C -3.558854 1.242167 -0.556747 -0.463 0.063 -0.738
H 2.749347 -4.788439 2.854351 -0.442 0.486 -0.184
F 4.249373 -3.556593 -3.099171 -0.374 0.237 1.139
H -3.057398 -1.397644 2.539047 0.044 -0.100 -0.106
C 2.556533 -2.087049 -0.244439 -0.539 -0.530 0.089
C 0.884973 -1.912981 3.308894 -0.083 0.142 0.511
C 3.212915 6.657162 0.154252 -0.212 0.363 -0.292
H 4.182836 7.075047 0.432566 -0.226 -0.300 -0.108
C 0.396389 0.922219 -1.723647 -0.612 0.221 -0.288
C 1.263673 3.509964 0.745449 -1.079 -1.348 -0.119
H 0.479762 -5.699374 2.252463 0.208 0.721 -0.118
H 1.058857 -0.918762 0.820593 0.202 -0.483 -0.169
C -3.795368 -1.624134 1.774437 0.110 -0.003 0.593
C -0.884747 0.983976 -3.812302 -0.153 -0.022 0.323
H 1.801896 -4.793685 -2.207165 0.035 0.731 0.005
H 1.084516 0.810158 0.454699 0.731 -0.080 -0.662
H -4.166737 -1.480650 -1.593505 -0.074 0.040 -0.037
C -2.574677 0.871800 1.565624 0.403 0.100 0.654
H -1.247620 2.248206 -2.051179 0.161 -0.131 -0.725
H 2.615887 8.452807 -0.937868 -0.035 -0.515 0.080
H 1.895845 3.067805 1.519157 0.263 -0.098 -0.581
F 4.919001 -2.115135 -1.582964 -0.661 -0.817 -0.277
C 2.847926 5.379500 0.568635 -0.348 -0.068 0.068
H -4.976738 -2.444724 -0.346866 0.176 0.014 -0.088
O -2.305143 -2.166908 -0.050820 0.171 1.311 -1.015
C -0.248569 -0.177211 -4.290612 0.116 0.006 0.057
F 4.850267 -4.238814 -1.103505 -0.682 0.606 -0.547
H 3.028626 -2.347483 3.431346 -0.436 -0.318 0.096
C 1.664061 -3.829843 -1.695137 -0.309 0.383 0.371
```
Forces are in eV/Å.

- Largest force on an atom: 4.0 eV Å⁻¹
- Gap between HOMO and LUMO: 0.0936 Eh
- Net charge: 0
- 2S+1: 1
- ΔE to the lowest compared entry with this formula, charge and spin: 624.8 kJ/mol
- HOMO: -5.03 eV
- E_tot: -1830.07259 hartree